11
Properties=species:S:1:pos:R:3 method="wB97M-V/def2-TZVPD" de_lowest_kj_mol=189.9 charge=+1
C -1.379 0.714 0.196
C 0.500 0.125 0.077
N -1.954 -0.275 -0.181
N 0.466 -1.187 0.062
N 1.621 0.785 -0.103
H -1.381 1.798 0.532
H -2.957 -0.404 -0.289
H -0.324 -1.759 0.215
H 1.239 -1.827 0.192
H 1.744 1.774 -0.297
H 2.426 0.256 -0.405

94
Properties=species:S:1:pos:R:3 method="wB97M-V/def2-TZVPD" de_lowest_kj_mol=83.3 smiles=CC(C)O.CC(C)O.CC(C)O.CC(C)O.CC(C)O.CC(C)O.CC(C)O.OCCO
C -2.387 3.376 -0.046
C -0.974 3.644 0.333
C -0.002 3.472 -0.827
O -0.852 5.003 0.703
H -2.942 3.415 0.880
H -2.526 2.356 -0.377
H -2.805 4.076 -0.792
H -0.673 3.036 1.208
H -0.229 4.203 -1.590
H -0.084 2.490 -1.296
H 1.021 3.646 -0.513
H -1.343 5.088 1.507
C -4.950 -2.010 -1.870
C -3.540 -2.622 -1.966
C -2.572 -1.705 -2.677
O -3.017 -2.759 -0.614
H -5.068 -1.318 -1.037
H -5.699 -2.808 -1.752
H -5.269 -1.454 -2.744
H -3.576 -3.624 -2.463
H -2.432 -0.821 -2.027
H -2.884 -1.381 -3.670
H -1.570 -2.147 -2.770
H -3.473 -3.469 -0.150
C 3.589 3.089 0.932
C 2.807 2.128 1.872
C 3.630 0.935 2.229
O 2.555 2.754 3.153
H 3.747 2.660 -0.073
H 4.564 3.332 1.365
H 3.089 4.046 0.733
H 1.871 1.780 1.442
H 4.521 1.282 2.740
H 3.946 0.415 1.331
H 3.138 0.259 2.892
H 2.049 3.541 3.015
C -1.547 1.853 -4.153
C -0.206 1.407 -4.763
C -0.018 -0.074 -4.570
O -0.210 1.804 -6.114
H -2.413 1.468 -4.703
H -1.644 2.936 -4.184
H -1.638 1.436 -3.140
H 0.549 2.000 -4.252
H -0.121 -0.325 -3.517
H 0.924 -0.450 -4.962
H -0.819 -0.541 -5.154
H 0.665 1.582 -6.487
C -0.343 -3.725 2.514
C 0.779 -4.338 1.735
C 0.336 -4.848 0.386
O 1.833 -3.387 1.602
H -0.798 -2.909 1.955
H -0.047 -3.350 3.509
H -1.077 -4.519 2.623
H 1.192 -5.152 2.331
H -0.322 -5.697 0.583
H 1.156 -5.150 -0.303
H -0.359 -4.166 -0.106
H 2.524 -3.780 1.073
C 2.413 -2.376 -2.543
C 3.644 -1.565 -2.038
C 4.883 -1.610 -2.927
O 3.310 -0.194 -1.781
H 1.593 -2.334 -1.801
H 2.679 -3.402 -2.777
H 2.008 -1.876 -3.459
H 3.890 -1.889 -1.007
H 4.655 -1.162 -3.891
H 5.157 -2.652 -3.044
H 5.644 -1.045 -2.412
H 2.555 -0.254 -1.208
C -0.496 1.228 4.752
C -1.298 2.242 5.541
C -2.732 1.790 5.757
O -0.780 2.488 6.791
H -0.817 1.006 3.727
H -0.414 0.281 5.313
H 0.525 1.638 4.614
H -1.324 3.234 5.081
H -3.263 2.591 6.212
H -2.788 0.957 6.453
H -3.307 1.489 4.849
H -0.637 1.633 7.204
O -2.295 -0.062 0.122
C -1.031 -0.063 0.755
C 0.015 -0.819 -0.046
O 1.268 -0.842 0.576
H -2.503 -0.981 -0.021
H -0.689 0.965 0.881
H -1.058 -0.412 1.819
H 0.072 -0.399 -1.072
H -0.409 -1.819 -0.182
H 1.478 -1.769 0.780

29
Properties=species:S:1:pos:R:3 method="wB97M-V/def2-TZVPD" spin_multiplicity=3 charge=+3 s2=2.00
Tm -0.787 -0.854 -0.452
C -0.460 -0.842 2.128
O -0.197 -0.692 3.241
C -2.114 -2.602 0.663
O -2.778 -3.448 1.028
C 0.787 -2.444 -0.093
O 1.686 -3.150 -0.181
C -2.545 0.349 0.318
O -3.395 1.108 0.445
C -1.693 -1.175 -5.018
H -2.059 -0.135 -5.097
H -0.630 -1.333 -5.273
C -2.504 -2.184 -4.739
H -2.158 -3.233 -4.746
H -3.586 -2.036 -4.570
N 0.646 0.836 -0.329
C 1.242 1.322 0.880
C 0.575 2.320 1.573
C 1.159 2.778 2.756
C 2.358 2.223 3.212
C 2.975 1.189 2.500
C 2.411 0.716 1.314
H -0.043 1.424 -0.816
H 1.235 0.332 -1.005
H -0.382 2.719 1.207
H 0.675 3.580 3.310
H 2.813 2.594 4.136
H 3.907 0.753 2.856
H 2.859 -0.116 0.752

21
Properties=species:S:1:pos:R:3 method="wB97M-V/def2-TZVPD" de_lowest_kj_mol=228.7
H -0.476 3.195 -0.093
N -1.277 2.701 0.291
C -1.586 1.490 0.226
N -0.753 0.400 -0.045
C 0.017 0.342 -1.324
C 0.600 -1.061 -1.459
C 1.183 -1.719 -0.207
N 2.195 -0.886 0.406
H -2.596 1.237 0.551
H -1.053 -0.521 0.261
H 0.789 1.110 -1.347
H -0.686 0.694 -2.084
H 0.028 -1.730 -2.105
H 1.455 -0.921 -2.154
H 0.396 -1.823 0.541
H 1.596 -2.691 -0.465
H 2.971 -0.612 -0.178
H 1.983 -0.125 1.035
O -1.925 0.245 2.849
H -1.242 -0.406 2.778
H -1.616 1.082 2.523

Number 1: total energy -243.762604 Ha. Number 2: total energy -1590.617773 Ha. Number 3: total energy -1903.529114 Ha. Number 4: total energy -399.660175 Ha.